Formula: C5H10O4
Source: the OMol25 dataset
Level of theory: ωB97M-V with the def2-TZVPD basis set

Calculated values
HOMO energy (eV): -8.9
Energy above the lowest of the compared OMol25 structures with the same formula, charge and spin (kcal/mol): 33.9
Spin multiplicity: 1
Orbital gap (Ha): 0.3359
LUMO (eV): 0.29
Structure (SMILES): CC(C)=CO.O=C(O)O

Last column: natural (NBO) charge in e.
Atoms and positions in Å:
H (2.06323, -1.37301, 1.69246)  0.228
O (-2.03913, 0.20011, -1.64590)  -0.720
H (-0.36766, -1.07909, -1.19852)  0.517
O (-1.68377, -0.38826, -3.80036)  -0.613
H (-2.61121, 0.97438, -1.91614)  0.511
H (1.56097, 2.18049, 0.65201)  0.210
H (0.26979, 2.08486, 1.92559)  0.215
O (-0.63252, -1.28692, -2.11419)  -0.691
C (0.74048, 0.25138, 1.09170)  -0.066
H (-1.35097, 0.72203, 0.71140)  0.188
C (1.11248, 1.62033, 1.52973)  -0.625
H (1.38381, -1.48534, 0.04545)  0.220
C (1.78056, -0.79162, 0.84528)  -0.638
H (2.73464, -0.30743, 0.52165)  0.219
O (-0.91411, -1.27125, 0.53334)  -0.729
C (-0.54700, 0.02118, 0.90318)  0.083
C (-1.52158, -0.48649, -2.62495)  0.975
H (-1.91978, -1.34719, 0.56535)  0.497
H (1.94178, 1.76186, 2.28292)  0.219